1.
Computed, not measured: a cluster of 2 separate species, C4H15N2O in total at a distorted geometry, with ωB97M-V/def2-TZVPD.

Cartesian coordinates (Å):
C -1.886803 0.068862 0.680649
N -1.763305 -0.350073 2.107288
C -0.730658 1.022838 0.429510
N 0.565580 0.264095 0.231603
C 1.580549 1.116672 -0.452114
C 2.689711 0.213112 -1.008778
H -2.836701 0.606617 0.586292
H -2.022714 -0.840481 0.110143
H -2.538539 -0.064232 2.693231
H -1.866700 -1.362472 2.098700
H -0.531255 1.677043 1.275989
H -0.920063 1.669078 -0.424138
H 0.287226 -0.491472 -0.416987
H 0.695818 -0.292625 1.089883
H 1.121178 1.784402 -1.176058
H 1.988687 1.829428 0.261247
H 3.421747 -0.049786 -0.252722
H 3.298408 0.819346 -1.696539
H 2.288241 -0.629293 -1.580522
H -0.201937 -2.567786 -1.128123
H -0.989729 -2.122625 -2.318692
O -0.357145 -1.775331 -1.677313

Forces on atoms 1 to 2 (eV/Å):
C -1.0 0.8 2.3
N 0.1 -1.3 -0.4

## Properties
HOMO energy = -0.5027 hartree
Strongest force on any atom = 2.78 eV/Å
Frontier orbital gap = 10.75 eV
Energy above the lowest of the compared OMol25 structures with the same formula, charge and spin = 26.9 kcal per mole
Lowest unoccupied orbital energy = -2.93 eV
Electronic energy = -9412.4948 eV
Charge = +1

---

2.
Computed, not measured: a structure of composition C4H15N2O at a distorted geometry, with ωB97M-V/def2-TZVPD.

Cartesian coordinates (Å):
C -2.166396 1.232764 0.637671
N -0.376831 -1.533207 -1.435917
C -0.457205 -0.451129 -2.442574
C -1.478832 2.358579 1.075732
N 1.845929 -1.120635 0.594030
C 1.228434 -1.176364 1.885238
H -1.608030 0.566317 0.003424
H -3.267699 1.090133 0.838150
H -0.440751 -2.410918 -1.906955
H -1.311079 -0.670113 -3.069945
H 0.501625 -0.219777 -2.936115
H -0.731410 0.506753 -1.904010
H -0.408982 2.155594 1.232087
H -2.047429 3.267581 1.338659
H 0.498887 -1.618340 -0.793619
H 2.807594 -1.357032 0.707692
H 0.213588 -0.765548 1.856652
H 1.747850 -0.500484 2.585225
H 1.155764 -2.194880 2.274664
H 1.601510 0.035516 0.296415
H 1.607380 1.650536 -0.753615
O 1.086081 1.154655 -0.082890

Forces on atoms 1 to 2 (eV/Å):
C -0.3 2.1 0.6
N 2.0 0.6 0.5

## Properties
HOMO energy = -0.4818 hartree
Strongest force on any atom = 2.61 eV/Å
Frontier orbital gap = 3.92 eV
Energy above the lowest of the compared OMol25 structures with the same formula, charge and spin = 223.8 kcal per mole
Lowest unoccupied orbital energy = -9.19 eV
Electronic energy = -9403.9587 eV
Charge = +1

---

3.
Computed, not measured: a cluster of 2 separate species, C4H15N2O in total at a distorted geometry, with ωB97M-V/def2-TZVPD.

Cartesian coordinates (Å):
C 0.879456 -0.848355 1.137751
N -0.473846 -0.845834 1.678273
C 0.825199 -0.578239 -0.356513
N -0.313355 0.373713 -0.666608
C -1.391089 -0.262811 -1.447581
C 2.135635 0.033576 -0.926430
H 1.462840 -1.730859 1.376158
H 1.464498 -0.025489 1.558432
H -1.005507 -1.613492 1.279606
H -0.498795 -0.963768 2.683236
H 0.743651 -1.487281 -0.944450
H -0.012239 1.218418 -1.144921
H -0.680706 0.676215 0.261863
H -1.036042 -1.045467 -2.120013
H -2.001637 0.451746 -1.968331
H -2.011839 -0.882355 -0.794286
H 2.027012 0.832861 -1.648759
H 2.743975 -0.771947 -1.300080
H 2.748624 0.409561 -0.099232
H -2.177281 2.862768 0.669466
H -1.845418 2.066229 1.852883
O -1.583137 2.130809 0.919534

Forces on atoms 1 to 2 (eV/Å):
C 0.1 0.7 0.3
N -0.2 -0.1 -0.1

## Properties
HOMO energy = -0.5120 hartree
Strongest force on any atom = 2.06 eV/Å
Frontier orbital gap = 11.23 eV
Energy above the lowest of the compared OMol25 structures with the same formula, charge and spin = 21.8 kcal per mole
Lowest unoccupied orbital energy = -2.70 eV
Electronic energy = -9412.7165 eV
Charge = +1

---

Q: The highest frontier orbital gap belongs to which entry?
A: number 3

---

Q: Look up the lowest unoccupied orbital energy of the second one.
A: -9.19 eV

---

Q: Which formula does entry 2 have?
A: C4H15N2O